Record 1
{"formula": "CH2Cl2OSi", "method": "the ωB97M-V functional and the def2-TZVPD basis", "symbols": ["C", "O", "Si", "Cl", "Cl", "H", "H"], "positions_angstrom": [[1.6861, 1.6014, 0.2420], [1.3514, 2.7990, 0.1876], [-1.4881, -1.6602, -0.6561], [1.0542, 0.5187, 1.4783], [-2.6996, -3.5706, -1.2529], [2.3847, 1.0355, -0.3817], [-2.2887, -0.7236, 0.3827]], "max_force_ha_per_bohr": 0.101, "homo_lumo_gap_ev": 7.756, "charge": 0, "e_lumo_ev": -1.58, "e_tot_ev": -36037.7164, "e_above_lowest_kj_mol": 285.80}

---

Record 2
{"formula": "C3H2BrI", "method": "the ωB97M-V functional and the def2-TZVPD basis", "symbols": ["C", "C", "C", "Br", "I", "H", "H"], "positions_angstrom": [[0.4983, -0.8199, -0.5455], [0.9014, 0.0353, 0.4187], [-0.3012, 0.3436, -0.2508], [-0.7201, 1.9063, -1.1930], [-2.4504, 0.0733, 1.4788], [0.5191, -1.7249, -1.1213], [1.5528, 0.1862, 1.2131]], "max_force_ha_per_bohr": 0.065, "homo_lumo_gap_ev": 7.503, "charge": 0, "e_lumo_ev": -1.15, "e_tot_ev": -81282.7985, "e_above_lowest_kj_mol": 110.26}

---

Record 3
{"formula": "C2H9N3O", "method": "the ωB97M-V functional and the def2-TZVPD basis", "symbols": ["C", "C", "O", "N", "N", "N", "H", "H", "H", "H", "H", "H", "H", "H", "H"], "positions_angstrom": [[1.3524, 0.4355, -1.0644], [0.5545, 0.6660, 0.2100], [1.2296, 0.0981, 1.3144], [-0.8742, 0.1563, 0.3343], [-1.4968, 0.0003, -0.9279], [-1.0885, -1.0892, 1.0032], [0.9145, 0.9483, -1.9260], [1.4712, -0.6316, -1.2785], [2.3620, 0.8428, -0.9436], [0.4910, 1.7474, 0.3956], [0.4426, 0.2757, 1.9799], [-1.2458, -0.9075, -1.3206], [-2.5062, -0.0528, -0.7938], [-1.4116, -0.9054, 1.9524], [-0.1947, -1.5840, 1.0650]], "max_force_ha_per_bohr": 0.063, "homo_lumo_gap_ev": 10.054, "charge": 0, "e_lumo_ev": 0.89, "e_tot_ev": -8735.3111, "e_above_lowest_kj_mol": 301.86}

---

Record 4
{"formula": "H22HeO11", "method": "the ωB97M-V functional and the def2-TZVPD basis", "symbols": ["He", "O", "H", "H", "O", "H", "H", "O", "H", "H", "O", "H", "H", "O", "H", "H", "O", "H", "H", "O", "H", "H", "O", "H", "H", "O", "H", "H", "O", "H", "H", "O", "H", "H"], "positions_angstrom": [[0.1705, -0.1029, 0.0648], [-1.8440, -1.5294, -0.8848], [-2.0923, -2.4503, -0.9659], [-2.5547, -1.0508, -1.3115], [-1.8561, 2.9521, 0.2141], [-2.0064, 3.8673, 0.4511], [-2.6549, 2.6881, -0.2425], [2.6429, 0.8691, 1.4486], [3.4117, 0.7787, 2.0116], [2.0974, 1.5200, 1.8901], [2.0699, 1.7131, -2.7362], [1.6019, 2.4516, -2.3465], [1.7411, 1.6675, -3.6340], [2.3408, -1.0276, -0.8052], [1.8424, -0.5725, -1.4840], [2.4149, -0.3909, -0.0943], [0.2890, -3.4248, 2.3167], [-0.3032, -2.6733, 2.2900], [-0.2886, -4.1824, 2.4096], [0.0182, -0.6862, -2.6170], [-0.5604, -1.1580, -2.0180], [-0.4855, 0.0840, -2.8805], [-2.4149, 1.3510, 2.3546], [-2.1247, 2.0312, 1.7468], [-2.0055, 0.5488, 2.0303], [1.6260, -3.7308, -0.0660], [2.1590, -2.9388, -0.1355], [1.0842, -3.5880, 0.7101], [-1.7370, -1.2775, 1.8187], [-2.6400, -1.4203, 2.1024], [-1.7466, -1.4705, 0.8812], [0.6166, 3.7163, -1.2299], [-0.1260, 3.4860, -0.6716], [1.3141, 3.9498, -0.6174]], "max_force_ha_per_bohr": 0.016, "homo_lumo_gap_ev": 8.912, "charge": 0, "e_lumo_ev": -0.49, "e_tot_ev": -22958.8940, "e_above_lowest_kj_mol": 115.29}

---

Record 5
{"formula": "C6H14O", "method": "the ωB97M-V functional and the def2-TZVPD basis", "symbols": ["C", "C", "C", "C", "C", "O", "C", "H", "H", "H", "H", "H", "H", "H", "H", "H", "H", "H", "H", "H", "H"], "positions_angstrom": [[-3.2254, -0.6624, -0.6502], [-2.2656, -0.2676, 0.4633], [-1.0319, 0.4476, -0.0923], [0.2142, 0.3328, 0.7837], [1.4900, 0.4766, -0.0287], [2.5800, 0.0292, 0.7350], [3.7439, -0.0937, -0.0365], [-4.1195, -1.1505, -0.2493], [-2.7321, -1.3617, -1.3327], [-3.5380, 0.2078, -1.2414], [-2.7848, 0.3589, 1.1976], [-1.9534, -1.1764, 0.9987], [-0.8048, -0.0030, -1.0682], [-1.2663, 1.5001, -0.2989], [0.2384, -0.6645, 1.2376], [0.1988, 1.0553, 1.6090], [1.4095, -0.1375, -0.9429], [1.6515, 1.5164, -0.3617], [3.5797, -0.7463, -0.9101], [4.5137, -0.5413, 0.5959], [4.1022, 0.8802, -0.4078]], "max_force_ha_per_bohr": 0.007, "homo_lumo_gap_ev": 10.946, "charge": 0, "e_lumo_ev": 1.15, "e_tot_ev": -8496.0551, "e_above_lowest_kj_mol": 80.78}

---

Record 6
{"formula": "C34H79Hg2N7O11", "method": "the ωB97M-V functional and the def2-TZVPD basis", "symbols": ["Hg", "Hg", "C", "C", "C", "O", "C", "C", "C", "O", "O", "O", "H", "H", "C", "C", "C", "O", "C", "N", "H", "H", "H", "H", "H", "H", "H", "H", "H", "H", "H", "C", "C", "C", "O", "C", "N", "H", "H", "H", "H", "H", "H", "H", "H", "H", "H", "H", "C", "C", "C", "O", "C", "N", "H", "H", "H", "H", "H", "H", "H", "H", "H", "H", "H", "C", "C", "C", "O", "C", "N", "H", "H", "H", "H", "H", "H", "H", "H", "H", "H", "H", "C", "C", "C", "O", "C", "N", "H", "H", "H", "H", "H", "H", "H", "H", "H", "H", "H", "C", "C", "C", "O", "C", "N", "H", "H", "H", "H", "H", "H", "H", "H", "H", "H", "H", "C", "C", "C", "O", "C", "N", "H", "H", "H", "H", "H", "H", "H", "H", "H", "H", "H"], "positions_angstrom": [[-1.5049, 5.5193, 2.5797], [0.3530, -1.0266, -2.9908], [0.6742, 1.7464, 2.1206], [-0.3296, 2.7465, 2.2182], [-1.4352, 2.8105, 1.1254], [-2.0830, 3.8523, 1.1809], [-1.5104, 1.8443, 0.1167], [-0.5100, 0.9454, 0.0267], [0.6189, 0.8376, 1.0951], [1.5456, -0.1015, 1.1130], [-0.7182, -0.0101, -0.8842], [-0.3906, 3.6046, 3.0954], [1.4184, 1.6735, 2.8998], [-2.3150, 1.8309, -0.6036], [5.9423, 2.7289, 1.9276], [4.5667, 3.0587, 2.5937], [4.5159, 4.6072, 3.0446], [4.1144, 4.7081, 4.4553], [2.7736, 4.3803, 4.6428], [3.5586, 2.6797, 1.5706], [5.8413, 1.8244, 1.3279], [6.6437, 2.5062, 2.7317], [6.2721, 3.5092, 1.2417], [4.4773, 2.4453, 3.4903], [4.1582, 5.3708, 2.3539], [5.5754, 4.8594, 3.0895], [2.1366, 4.8701, 3.9063], [2.4258, 4.5292, 5.6650], [2.5894, 3.3205, 4.4669], [2.7272, 2.7593, 2.1385], [3.7332, 1.7561, 1.2011], [4.1437, -0.1706, -0.8492], [3.6443, -1.5816, -1.3357], [4.2099, -2.6712, -0.4529], [3.7210, -3.9147, -0.8842], [3.8886, -4.9967, 0.0121], [2.1877, -1.5986, -1.3771], [4.8077, 0.3009, -1.5737], [4.4854, -0.1607, 0.1858], [3.3106, 0.5309, -0.8050], [3.9802, -1.7714, -2.3551], [3.7745, -2.6056, 0.5441], [5.2216, -2.5605, -0.0626], [3.8180, -5.8427, -0.6716], [3.0294, -5.1474, 0.6656], [4.8483, -4.9333, 0.5249], [1.9373, -0.9229, -0.6694], [1.9578, -2.5322, -1.0676], [2.9607, -1.5198, 4.6831], [4.1785, -2.2311, 4.0374], [3.7288, -3.6139, 3.5211], [3.5083, -4.7551, 4.4098], [4.5945, -5.2029, 5.1754], [4.6661, -1.4677, 2.9290], [2.3414, -2.2842, 5.1524], [2.3712, -1.0290, 3.9087], [3.2454, -0.7999, 5.4504], [4.9997, -2.3720, 4.7401], [4.5173, -4.0680, 2.9211], [2.8765, -3.4847, 2.8540], [4.8829, -4.4876, 5.9456], [5.4703, -5.5150, 4.6065], [4.4552, -6.1072, 5.7679], [4.7572, -0.4953, 3.1864], [3.7736, -1.4123, 2.4594], [-5.0501, 0.0125, -1.1472], [-4.9452, -1.2558, -0.2512], [-6.1863, -2.1412, -0.0097], [-7.1188, -1.5261, 0.9194], [-8.2838, -2.3725, 1.3082], [-3.8259, -2.0404, -0.7900], [-5.9086, 0.6551, -0.9521], [-5.2131, -0.3082, -2.1761], [-4.0769, 0.5016, -1.1053], [-4.6065, -1.0939, 0.7721], [-5.7781, -3.1079, 0.2852], [-6.6146, -2.2062, -1.0099], [-8.6999, -2.8199, 0.4055], [-9.0432, -1.7422, 1.7709], [-8.2100, -3.1902, 2.0252], [-3.8137, -2.7804, -0.1026], [-3.0450, -1.4350, -0.5810], [1.1354, -5.8163, -3.7276], [0.4808, -4.7129, -2.9576], [0.4895, -4.9657, -1.4688], [-0.2296, -3.8407, -0.9436], [0.0806, -3.5910, 0.4237], [1.2189, -3.5198, -3.3196], [1.2503, -5.7566, -4.8099], [0.6384, -6.7643, -3.5221], [2.1915, -5.8540, -3.4606], [-0.5645, -4.7020, -3.2664], [1.5024, -5.1256, -1.0990], [-0.0575, -5.8371, -1.1088], [-0.2471, -2.5525, 0.4710], [1.1607, -3.6035, 0.5704], [-0.3785, -4.2383, 1.1710], [1.4243, -3.5936, -4.3057], [2.1076, -3.8185, -2.9438], [-3.4587, -1.5895, -4.7770], [-2.1277, -1.1238, -4.2653], [-2.1125, 0.4571, -4.0599], [-0.7142, 0.8909, -3.9866], [-0.6100, 2.2952, -3.5302], [-1.8094, -2.0059, -3.1282], [-3.4228, -2.6678, -4.9327], [-3.7103, -1.2170, -5.7700], [-4.2837, -1.3477, -4.1069], [-1.4209, -1.4346, -5.0346], [-2.6243, 0.6208, -3.1116], [-2.5021, 1.0077, -4.9161], [-0.5633, 2.8596, -4.4615], [0.2107, 2.5508, -2.8600], [-1.5149, 2.6977, -3.0749], [-1.9649, -2.9635, -3.4093], [-2.5143, -1.9815, -2.4053], [-2.6690, 6.3904, -2.7801], [-3.2332, 6.9842, -1.5093], [-4.7037, 6.4964, -1.3920], [-5.4570, 7.2879, -0.4712], [-6.8772, 7.0016, -0.3194], [-2.3252, 6.6874, -0.3936], [-2.7268, 5.3084, -2.6613], [-1.6140, 6.6419, -2.8886], [-3.2283, 6.6884, -3.6669], [-3.1409, 8.0497, -1.7195], [-4.8570, 5.4863, -1.0121], [-5.0893, 6.5657, -2.4091], [-7.5269, 7.4215, -1.0873], [-7.1131, 7.6400, 0.5320], [-7.0379, 5.9530, -0.0687], [-2.8438, 7.0477, 0.3947], [-2.3553, 5.6824, -0.2980]], "max_force_ha_per_bohr": 0.113, "homo_lumo_gap_ev": 3.617, "charge": 2, "e_lumo_ev": -9.22, "e_tot_ev": -77815.6679, "e_above_lowest_kj_mol": 825.75}